*i*
One molecule with the formula C4H7F. Source: the Open Molecules 2025 dataset; level of theory: ωB97M-V/def2-TZVPD.

Properties
- HOMO level: -10.550 eV
- Charge: 0
- Structure (SMILES): FCC1CC1
- Lowest unoccupied orbital energy: 1.2433 eV

```
12
C4H7F (ωB97M-V/def2-TZVPD)
F 1.7423 0.4449 -0.0226
C 1.0230 -0.6501 -0.1149
C -1.0448 0.9480 -0.1120
C -0.3329 -0.2112 0.4624
C -1.5964 -0.4959 -0.1842
H -2.5740 -0.7332 0.4351
H -0.2844 -0.4569 1.5902
H 1.3933 -1.3325 0.5659
H -1.4862 -1.0444 -1.1568
H -1.5224 1.8044 0.5247
H 0.8419 -0.9355 -1.1191
H -0.3419 1.1488 -0.9441
```

Results of the natural (NBO) charge analysis, in e, for atoms 1 through 8: atom 1 (F): -0.35, atom 2 (C): 0.06, atom 3 (C): -0.44, atom 4 (C): -0.27, atom 5 (C): -0.42, atom 6 (H): 0.23, atom 7 (H): 0.20, atom 8 (H): 0.17

*ii*
A 2-piece molecular cluster, C4H7F overall. Source: the Open Molecules 2025 dataset; level of theory: ωB97M-V/def2-TZVPD.

Properties
- HOMO level (alpha / beta): -9.131 / -8.523 eV
- Charge: 0
- Lowest unoccupied orbital energy (alpha / beta): 0.1214 / -0.3176 eV

```
12
C4H7F (ωB97M-V/def2-TZVPD)
F 3.1899 -0.0001 -0.8307
C -1.4737 0.1358 -0.6864
C -1.1145 0.0353 0.7120
C 1.9941 -0.2422 -0.1985
C 1.4411 0.1089 0.9317
H -1.3555 -0.9454 -1.2479
H -0.8720 0.9258 -1.1683
H -0.9304 -0.9805 1.1008
H 1.3516 -0.8043 -0.9179
H -1.3968 0.9147 1.3296
H 1.7298 0.5257 1.7921
H -2.5636 0.3263 -0.8165
```

Results of the natural (NBO) charge analysis, in e, for atoms 1 through 8: atom 1 (F): -0.35, atom 2 (C): -0.71, atom 3 (C): -0.24, atom 4 (C): 0.13, atom 5 (C): -0.26, atom 6 (H): 0.21, atom 7 (H): 0.24, atom 8 (H): 0.22

*iii*
One molecule with the formula C4H7F. Source: the Open Molecules 2025 dataset; level of theory: ωB97M-V/def2-TZVPD.

Properties
- HOMO level: -9.409 eV
- Charge: 0
- Structure (SMILES): C[C@@H]1C[C@@H]1F
- Lowest unoccupied orbital energy: 1.1800 eV

```
12
C4H7F (ωB97M-V/def2-TZVPD)
F -0.6455 1.4887 -0.2567
C -0.8186 -0.8938 -0.5682
C 0.1091 -0.4497 0.4536
C -1.0851 0.3786 0.3699
C 1.3114 0.1965 -0.1452
H 1.2627 1.1940 -0.7613
H 2.2499 -0.1711 -0.5317
H 0.4398 -0.7656 1.4757
H 1.6124 0.7398 0.7712
H -0.8462 -0.7108 -1.6607
H -1.5466 -1.3984 -0.2826
H -2.0434 0.3917 1.1359
```

Results of the natural (NBO) charge analysis, in e, for atoms 1 through 8: atom 1 (F): -0.36, atom 2 (C): -0.42, atom 3 (C): -0.30, atom 4 (C): 0.19, atom 5 (C): -0.65, atom 6 (H): 0.24, atom 7 (H): 0.23, atom 8 (H): 0.23

The relative energies come out as *i* 0.0; *ii* 72.5; *iii* 47.7, with values in kcal/mol.